[1]
Formula: C45H61N8O11
Source: OMol25
Level of theory: wB97M-V/def2-TZVPD

Geometry as ORCA input:
```
! wB97M-V def2-TZVPD RIJCOSX def2/J DEFGRID3
* xyz 1 1
C 5.183 1.195 3.086
C 6.563 0.691 3.798
C 7.183 1.983 4.529
C 8.614 2.449 3.966
C 8.704 2.568 2.371
C 8.755 4.074 1.814
C 7.333 4.834 1.881
C 6.654 5.100 0.449
C 5.121 4.634 0.544
C 4.103 5.822 0.962
C 2.753 5.142 1.575
N 1.632 5.309 0.615
C 0.438 4.712 0.624
N -0.479 5.007 -0.455
C -1.601 4.167 -0.096
N -1.295 3.488 1.150
C -2.332 2.592 1.742
C -1.968 1.071 1.386
O -3.065 0.233 1.830
C -3.824 -0.291 0.741
O -4.075 -1.517 0.772
C -4.359 0.622 -0.483
C -5.958 0.511 -0.593
N -0.031 3.794 1.612
C 0.508 3.235 2.873
C -0.078 4.084 4.126
C -0.437 2.993 5.272
O -1.311 3.569 6.299
H 5.515 1.985 2.323
H 4.525 1.666 3.899
H 4.642 0.353 2.538
H 7.240 0.255 2.979
H 6.329 -0.164 4.521
H 6.484 2.885 4.501
H 7.305 1.701 5.640
H 8.863 3.447 4.484
H 9.387 1.700 4.384
H 9.702 2.076 2.064
H 7.876 2.021 1.809
H 9.088 4.010 0.714
H 9.550 4.635 2.426
H 6.679 4.224 2.599
H 7.535 5.865 2.348
H 7.165 4.384 -0.299
H 6.802 6.150 0.036
H 4.826 4.260 -0.509
H 5.084 3.745 1.258
H 3.900 6.406 -0.001
H 4.545 6.546 1.724
H 2.525 5.546 2.624
H 2.994 4.013 1.606
H 1.796 5.974 -0.164
H -2.591 4.001 -0.634
H -2.343 2.776 2.868
H -3.355 2.918 1.323
H -1.773 1.025 0.254
H -1.024 0.682 1.895
H -3.854 0.180 -1.423
H -3.965 1.692 -0.391
H -6.438 1.369 -0.014
H -6.219 0.615 -1.706
H -6.292 -0.516 -0.234
H 0.061 2.177 2.997
H 1.635 3.100 2.909
H 0.630 4.891 4.501
H -1.091 4.565 3.847
H -1.043 2.114 4.826
H 0.526 2.580 5.740
H -1.680 2.764 6.738
C -3.994 -5.497 -0.594
C -4.234 -6.328 -1.685
C -4.892 -5.833 -2.805
C -5.301 -4.501 -2.825
C -5.071 -3.667 -1.734
C -4.415 -4.170 -0.617
N -5.971 -3.967 -4.012
O -6.174 -4.728 -4.944
O -6.288 -2.783 -4.004
H -3.475 -5.885 0.277
H -3.906 -7.362 -1.662
H -5.073 -6.492 -3.648
H -5.391 -2.631 -1.740
H -4.229 -3.528 0.234
C -1.601 -2.054 5.840
C -0.756 -3.147 6.000
C 0.571 -3.069 5.589
C 1.042 -1.887 5.022
C 0.199 -0.791 4.851
C -1.127 -0.879 5.263
N 2.445 -1.793 4.611
O 3.147 -2.779 4.758
O 2.835 -0.730 4.146
H -2.634 -2.117 6.167
H -1.131 -4.061 6.449
H 1.219 -3.928 5.720
H 0.557 0.131 4.406
H -1.792 -0.031 5.137
C -6.145 0.529 -5.999
C -5.295 -0.566 -5.870
C -3.980 -0.483 -6.315
C -3.525 0.705 -6.886
C -4.373 1.802 -7.025
C -5.687 1.709 -6.579
N -2.134 0.806 -7.333
O -1.424 -0.182 -7.212
O -1.760 1.873 -7.797
H -7.169 0.462 -5.645
H -5.658 -1.484 -5.417
H -3.327 -1.342 -6.209
H -4.027 2.727 -7.472
H -6.355 2.558 -6.680
C -1.393 -8.243 -8.306
C -2.722 -8.561 -8.045
C -3.169 -8.666 -6.733
C -2.274 -8.446 -5.687
C -0.940 -8.134 -5.942
C -0.502 -8.034 -7.257
N -2.745 -8.531 -4.304
O -3.922 -8.826 -4.120
O -1.938 -8.298 -3.412
H -1.049 -8.156 -9.332
H -3.412 -8.725 -8.867
H -4.207 -8.915 -6.543
H -0.237 -7.966 -5.133
H 0.534 -7.789 -7.467
*
```

E_tot in eV: -82074.863

Atom charges from the Löwdin analysis, given in e for atoms 1 to 5: C -0.14; C -0.23; C -0.23; C -0.21; C -0.21

***

[2]
Formula: C22H35O3Tb
Source: OMol25
Level of theory: wB97M-V/def2-TZVPD

Geometry as ORCA input:
```
! wB97M-V def2-TZVPD RIJCOSX def2/J DEFGRID3
* xyz 0 7
O 1.686 -0.689 -0.401
C 1.940 -2.054 0.141
C 3.416 -1.950 -0.106
H 1.490 -2.813 -0.524
H 1.637 -2.109 1.174
C 3.044 -0.705 -0.977
H 3.887 -2.868 -0.511
H 3.977 -1.727 0.803
C 2.893 -0.947 -2.485
H 2.275 -1.814 -2.780
H 3.908 -1.080 -2.896
H 2.447 -0.039 -2.916
C 3.850 0.566 -0.666
H 4.052 0.597 0.412
H 3.342 1.514 -0.971
H 4.822 0.506 -1.183
Tb -0.648 1.139 0.125
C 0.659 2.180 2.519
C -0.334 1.624 3.373
C -0.141 0.207 3.411
H -1.001 2.194 4.022
C 1.011 -0.097 2.642
C 1.524 1.115 2.108
H 2.523 1.251 1.704
H 0.836 3.244 2.373
H -0.710 -0.509 4.011
H 1.486 -1.072 2.623
C -0.204 3.548 -0.468
C 1.094 3.015 -0.655
C 1.070 2.167 -1.801
H 1.964 3.287 -0.058
C -0.276 2.057 -2.246
C -1.065 2.964 -1.464
H -2.097 3.259 -1.676
H -0.479 4.355 0.215
H 1.944 1.853 -2.371
H -0.641 1.492 -3.104
O -0.559 -2.643 -1.725
C 0.005 -3.861 -2.266
C -1.082 -4.993 -2.344
H 0.872 -4.199 -1.647
H 0.446 -3.692 -3.269
C -2.320 -4.374 -1.616
H -0.706 -5.907 -1.851
H -1.231 -5.227 -3.414
C -1.860 -2.962 -1.198
H -2.638 -4.972 -0.756
H -3.189 -4.277 -2.273
H -1.796 -2.870 -0.109
H -2.560 -2.184 -1.532
C -3.994 1.720 2.838
C -3.506 2.272 1.499
C -3.035 3.704 1.688
O -2.514 1.461 0.898
H -3.199 1.815 3.592
H -4.278 0.664 2.773
H -4.845 2.304 3.223
H -4.417 2.334 0.877
H -2.207 3.784 2.408
H -2.702 4.125 0.738
H -3.865 4.315 2.072
*
```

Expectation value of S²: 12.74
E_tot in eV: -51957.060
Energy relative to the best compared isomer or geometry (same formula, charge and spin) in kJ/mol: 0.0

Atom charges from the Löwdin analysis, given in e for atoms 1 to 5: O -0.17; C -0.14; C -0.07; H 0.08; H 0.08

***

[3]
Formula: C5H8N2
Source: OMol25
Level of theory: wB97M-V/def2-TZVPD

Geometry as ORCA input:
```
! wB97M-V def2-TZVPD RIJCOSX def2/J DEFGRID3
* xyz 0 1
C 0.879 0.793 -0.916
C -0.608 0.502 -1.180
N -0.981 -0.210 0.047
C -0.328 0.499 1.053
C 0.190 -0.451 1.968
N 0.204 -1.643 1.427
C -0.201 -1.428 0.107
H 1.092 1.826 -0.635
H 0.802 -0.943 -0.384
H 1.596 0.477 -1.680
H -0.805 -0.130 -2.053
H -1.212 1.411 -1.276
H -0.534 1.550 1.225
H 0.572 -0.258 2.966
H -0.583 -2.285 -0.446
*
```

E_tot in eV: -8290.655
Energy relative to the best compared isomer or geometry (same formula, charge and spin) in kJ/mol: 418.9

Atom charges from the Löwdin analysis, given in e for atoms 1 to 5: C -0.05; C -0.23; N -0.13; C -0.09; C -0.13

***

[4]
Formula: C36H37CeNOP2
Source: OMol25
Level of theory: wB97M-V/def2-TZVPD

Geometry as ORCA input:
```
! wB97M-V def2-TZVPD RIJCOSX def2/J DEFGRID3
* xyz 2 1
Ce 0.672 -2.720 -0.740
C -0.356 -3.150 -2.696
C -1.062 -1.981 -2.416
C -2.439 -1.938 -1.806
C -2.636 -2.777 -0.533
C -1.376 -2.971 0.284
C -0.677 -4.181 0.422
C -0.228 -5.003 -0.766
C -0.714 -4.537 -2.164
C 1.133 2.519 2.220
H 0.542 -3.140 -3.360
H -0.814 -1.067 -2.972
H -3.159 -2.312 -2.549
H -2.754 -0.912 -1.565
H -3.400 -2.298 0.101
H -3.100 -3.734 -0.803
H -1.150 -2.135 0.987
H -0.365 -4.550 1.410
H -0.614 -6.022 -0.669
H 0.881 -5.165 -0.743
H -0.232 -5.262 -2.842
H -1.801 -4.691 -2.175
H 2.129 2.246 1.868
H 1.194 3.118 3.136
H 0.595 3.077 1.451
P 0.419 2.244 -1.237
P 0.250 1.020 2.551
C -0.603 1.019 -0.271
C -0.752 0.717 1.067
C -0.813 3.269 -2.062
C -2.042 2.837 -2.584
C -2.813 3.750 -3.314
C -2.375 5.062 -3.517
C -1.153 5.476 -2.977
C -0.375 4.594 -2.241
C 1.094 1.424 -2.804
C 1.409 0.073 -2.671
C 2.331 -0.557 -3.506
C 2.756 0.104 -4.661
C 2.194 1.337 -4.988
C 1.363 1.998 -4.070
C -0.708 1.275 4.073
C -1.600 2.367 4.152
C -2.242 2.677 5.358
C -1.994 1.900 6.502
C -1.105 0.819 6.438
C -0.456 0.519 5.234
C 1.440 -0.325 2.847
C 2.834 -0.104 2.949
C 3.721 -1.153 2.643
C 3.232 -2.453 2.491
C 1.877 -2.706 2.714
C 0.978 -1.654 2.898
H -1.350 0.569 -0.955
H -1.690 0.193 1.331
H -2.385 1.809 -2.447
H -3.764 3.427 -3.734
H -2.981 5.766 -4.093
H -0.794 6.489 -3.128
H 0.588 4.893 -1.820
H 0.851 -0.483 -1.899
H 2.763 -1.523 -3.240
H 3.500 -0.363 -5.306
H 2.404 1.769 -5.968
H 0.886 2.925 -4.383
H -1.777 2.980 3.264
H -2.940 3.523 5.402
H -2.500 2.141 7.442
H -0.918 0.207 7.326
H 0.263 -0.299 5.200
H 3.231 0.894 3.159
H 4.790 -0.963 2.485
H 3.884 -3.284 2.205
H 1.516 -3.725 2.728
H -0.071 -1.867 3.074
O 3.826 0.610 -0.084
C 3.126 -0.332 -0.254
N 2.408 -1.300 -0.399
*
```

E_tot in eV: -72956.023

Atom charges from the Löwdin analysis, given in e for atoms 1 to 5: Ce 1.20; C -0.22; C -0.15; C -0.15; C -0.16